No. 1
InO8P2 | wB97M-V/def2-TZVPD

Last column: Löwdin charge in e.
Cartesian coordinates (Å):
1 In 0.734 2.349 -0.323  0.8181
2 P -0.699 0.318 2.091  -0.2336
3 O -1.444 0.293 3.429  -0.3656
4 O 0.747 0.724 2.205  -0.4817
5 O -1.380 0.943 0.906  -0.4701
6 O -0.797 -1.204 1.764  -0.2127
7 P 0.646 -0.769 -2.011  0.0042
8 O 0.604 -0.835 -3.583  -0.3085
9 O -0.518 0.246 -1.860  -0.2516
10 O 1.932 -0.077 -1.387  -0.3666
11 O 0.175 -1.990 -1.231  -0.1319

For the HOMO energy (alpha / beta), the calculation gives -1.2 / -0.9 eV. The spin multiplicity is 2. As for the expectation value of S²: 1.78. The orbital gap (alpha / beta) is 4.39 / 5.17 eV. The net charge is -2.

No. 2
C5H8N2 | wB97M-V/def2-TZVPD

Last column: Löwdin charge in e.
Cartesian coordinates (Å):
1 C 2.059 -0.036 -1.027  -0.1506
2 C 1.226 0.369 0.131  0.0181
3 C -0.099 0.871 -0.292  -0.3169
4 N -1.073 0.884 0.799  -0.0847
5 C -1.189 -0.415 1.436  -0.2348
6 C -1.522 -1.515 0.496  -0.2087
7 N -1.750 -2.323 -0.302  0.1357
8 H 1.502 -0.616 -1.780  0.0827
9 H 2.389 0.887 -1.536  0.0979
10 H 2.960 -0.580 -0.729  0.0618
11 H -0.225 -0.647 1.900  0.1042
12 H -0.496 0.402 -1.216  0.1199
13 H 0.141 1.922 -0.553  0.1433
14 H -1.979 1.176 0.446  0.1118
15 H -1.944 -0.378 2.226  0.1204

For the HOMO energy, the calculation gives -8.7 eV. The spin multiplicity is 1. The orbital gap is 8.35 eV.

Energy relative to the best compared isomer or geometry (same formula, charge and spin) across the listed records, respectively: 0.000, 4.294 eV.